# 1
The following is a quantum chemistry calculation of one molecule with the formula C4H4S in a non-equilibrium geometry, from the OMol25 dataset.

Summary:
max |F| = 3.7 eV Å⁻¹
energy above the lowest of the compared OMol25 structures with the same formula, charge and spin = 374.4 kJ/mol
orbital gap = 0.31812 Ha

Geometry (Å):
S 0.1493 -1.5492 -0.5325
C -0.5272 0.6822 0.4009
C 0.5095 0.0902 -0.1609
C -1.8306 0.6901 0.6044
C 1.7298 -0.5357 -0.5073
H 2.1733 -0.4102 -1.5010
H -2.4100 1.3029 -0.0466
H 2.4988 -0.8656 0.2343
H -2.2930 0.5953 1.5088

The molecule's Mulliken atomic charges, reported in e, are given here: number 1, S, carries -0.131; number 2, C, carries -0.005; number 3, C, carries 0.415; number 4, C, carries -0.762; number 5, C, carries -0.597; number 6, H, carries 0.249; number 7, H, carries 0.261; number 8, H, carries 0.249; number 9, H, carries 0.321

# 2
The following is a quantum chemistry calculation of a 2-piece molecular cluster, C5H8 overall in a non-equilibrium geometry, from the OMol25 dataset.

Summary:
max |F| = 2.5 eV Å⁻¹
energy above the lowest of the compared OMol25 structures with the same formula, charge and spin = 515.4 kJ/mol
orbital gap (alpha / beta) = 0.30292 / 0.30170 Ha

Geometry (Å):
C -0.1479 0.9301 1.8464
C 0.1077 0.1868 -0.9799
C -0.8311 -0.9942 -1.1708
C 2.7282 -0.0186 -0.8487
C 1.4813 0.0424 -0.8541
H -0.2845 1.7862 1.2974
H -0.7768 -1.8309 -0.4234
H -0.5349 -1.4764 -2.2312
H -0.2910 1.1613 -0.8784
H -0.8616 0.1500 1.6790
H 3.6851 -0.3891 -0.5331
H 0.6749 0.9492 2.5301
H -1.9249 -0.7233 -1.2651

The molecule's Mulliken atomic charges, reported in e, are given here: number 1, C, carries -0.954; number 2, C, carries -0.752; number 3, C, carries -0.889; number 4, C, carries -0.197; number 5, C, carries 0.123; number 6, H, carries 0.327; number 7, H, carries 0.273; number 8, H, carries 0.278; number 9, H, carries 0.503; number 10, H, carries 0.325; number 11, H, carries 0.367; number 12, H, carries 0.315; number 13, H, carries 0.283

# 3
The following is a quantum chemistry calculation of a 3-piece molecular cluster, C6H13I2N2 overall in a non-equilibrium geometry, from the OMol25 dataset.

Summary:
charge = +1
max |F| = 3.5 eV Å⁻¹
energy above the lowest of the compared OMol25 structures with the same formula, charge and spin = 291.2 kJ/mol
orbital gap = 0.30388 Ha

Geometry (Å):
I -1.1454 -3.2741 -0.1933
I -4.4653 1.8754 1.0209
N -1.2798 0.6988 -0.8852
N 0.2075 -1.6265 -0.2376
C 0.4826 0.7625 0.8490
C 1.4097 -1.8547 -0.4278
C 2.7348 -2.0479 -0.6435
C -0.0151 0.6866 -0.5382
C 1.0061 0.9548 -1.6235
C -0.3644 0.0891 1.9938
H -0.2686 -0.9201 1.8144
H -1.9322 0.4433 -0.1690
H 3.4444 -2.1424 0.1665
H -0.1615 0.4458 2.9990
H 1.4024 0.2591 0.7497
H 2.0240 0.8983 -1.2240
H -1.5827 0.7518 -1.8289
H -6.0300 1.5601 1.2385
H 0.6226 1.8062 1.1283
H -1.3383 0.3543 1.7847
H 3.4470 -1.9970 -1.6303
H 0.9046 2.0305 -1.9470
H 0.8976 0.2462 -2.3965

The molecule's Mulliken atomic charges, reported in e, are given here: number 1, I, carries 0.192; number 2, I, carries -0.069; number 3, N, carries -0.121; number 4, N, carries -0.683; number 5, C, carries -0.345; number 6, C, carries 0.824; number 7, C, carries -0.808; number 8, C, carries 0.749; number 9, C, carries -1.569; number 10, C, carries -1.234; number 11, H, carries 0.309; number 12, H, carries 0.041; number 13, H, carries 0.288; number 14, H, carries 0.369; number 15, H, carries 0.312; number 16, H, carries 0.336; number 17, H, carries 0.262; number 18, H, carries 0.144; number 19, H, carries 0.461; number 20, H, carries 0.347; number 21, H, carries 0.266; number 22, H, carries 0.421; number 23, H, carries 0.505

# 4
The following is a quantum chemistry calculation of a 12-piece molecular cluster, C29H57N12O17 overall in a non-equilibrium geometry, from the OMol25 dataset.

Summary:
charge = +1
max |F| = 11.2 eV Å⁻¹
energy above the lowest of the compared OMol25 structures with the same formula, charge and spin = 10.0 kJ/mol
orbital gap = 0.18144 Ha

Geometry (Å):
O 46.8560 -29.6262 33.6741
O 49.2712 -25.8437 27.3020
O 42.4766 -28.8647 36.7857
O 40.6408 -24.8738 29.0244
O 48.1392 -23.8007 30.9889
O 41.0092 -25.0943 33.5241
O 47.5096 -33.3196 34.5581
O 38.8737 -25.5155 33.2994
O 45.7705 -32.2907 34.1629
O 47.1467 -25.9722 27.4038
O 43.5334 -30.7351 37.3559
O 42.9734 -32.1042 34.3743
O 50.0934 -24.7836 30.4801
O 42.1208 -26.1648 29.9721
O 39.1197 -30.4846 32.1871
O 42.9014 -34.1956 33.8846
O 40.6157 -29.0186 32.5925
N 39.7574 -29.4704 31.8765
N 41.3969 -25.1214 29.9454
N 42.5451 -30.1301 36.9309
N 43.7255 -24.3181 34.6937
N 49.1953 -23.8662 30.3738
N 46.3660 -33.0306 34.8170
N 46.4730 -28.7083 32.8571
N 42.7732 -33.0651 33.5504
N 40.0150 -25.8205 33.6290
N 44.5426 -21.5241 28.6163
N 46.7337 -32.3621 29.1613
N 48.2068 -26.5152 27.1451
C 44.3144 -23.7431 33.5351
C 45.2381 -23.4431 29.9304
C 48.5321 -27.5055 32.9324
C 45.3692 -27.0129 30.8466
C 39.3945 -28.7482 30.6299
C 45.9670 -24.8714 34.9378
C 41.7482 -23.9737 30.7930
C 45.3560 -33.1040 30.9179
C 45.0881 -21.9507 29.9649
C 40.0517 -26.9473 34.6124
C 49.3024 -23.1957 29.0582
C 45.5386 -31.8756 28.7769
C 47.4195 -28.0483 31.9669
C 41.8071 -32.7147 32.4232
C 44.2279 -29.7829 32.1231
C 44.8878 -28.5241 32.7827
C 44.3886 -28.5823 34.1703
C 44.1714 -22.7491 27.9276
C 46.7436 -33.1603 30.3400
C 48.2087 -27.8800 26.6950
C 41.2716 -30.8770 36.7444
C 48.0220 -29.0741 30.9977
C 46.7889 -26.7664 31.2226
C 44.5830 -25.0441 35.4722
C 44.6010 -32.1696 29.9624
C 44.7445 -23.9571 28.5954
C 45.7929 -24.1355 33.5487
C 45.8271 -33.3883 36.1645
C 44.5849 -27.2175 32.1421
H 46.8074 -25.9582 32.1295
H 48.7686 -29.7113 31.3924
H 40.4855 -30.8105 37.2448
H 48.5131 -23.6588 28.6099
H 49.1080 -22.2599 29.5003
H 47.3817 -26.5492 30.3701
H 44.9201 -33.4913 31.7863
H 45.1704 -31.2924 27.8979
H 46.8128 -25.4048 35.2953
H 43.6372 -27.2529 31.9225
H 40.9187 -33.0558 32.4728
H 43.2470 -28.5669 34.2403
H 40.8790 -30.6016 35.5627
H 40.1140 -26.5521 35.5764
H 48.9823 -28.4618 27.2914
H 47.1996 -29.6605 30.5850
H 43.7393 -22.6948 26.9808
H 44.5214 -26.2777 32.8461
H 43.6595 -31.7682 29.7840
H 42.3981 -23.4927 30.0249
H 41.4412 -31.8531 36.4627
H 41.0457 -23.2386 31.0596
H 50.2810 -23.3516 28.6736
H 45.7440 -34.5754 36.2807
H 41.7520 -31.6326 32.2116
H 44.4133 -27.7670 34.7242
H 43.7292 -23.1462 32.9820
H 46.5626 -23.5963 33.1335
H 42.3083 -33.2960 31.5447
H 47.3360 -28.4800 26.6932
H 44.3060 -30.7690 32.6568
H 44.6307 -30.0064 31.1939
H 44.9283 -32.8739 36.5190
H 42.5015 -24.0796 31.6013
H 42.6863 -24.4166 34.7511
H 44.5142 -25.0500 28.2203
H 48.5540 -28.5171 30.1488
H 43.2896 -29.3851 31.7444
H 45.3457 -21.2384 30.8862
H 39.5413 -27.7730 30.5511
H 45.7676 -23.8805 30.8346
H 46.5719 -33.0783 36.7976
H 44.1021 -25.4407 36.3563
H 44.8934 -26.1874 30.2338
H 49.2573 -27.0152 32.2527
H 44.5867 -20.6282 28.1308
H 47.7570 -32.1545 28.8628
H 39.3705 -27.7384 34.3638
H 48.0646 -26.7773 33.6921
H 41.0569 -27.2653 34.4523
H 45.3991 -27.9678 30.2106
H 47.5936 -33.4159 30.7910
H 48.5378 -27.6939 25.7133
H 44.5741 -29.4122 34.8034
H 49.0437 -28.1383 33.4885
H 38.3088 -28.7572 30.7871
H 39.7945 -29.0766 29.7618

Mulliken atomic charge list, values in e, 99 entries: number 1, O, carries -0.370; number 2, O, carries -0.511; number 3, O, carries -0.522; number 4, O, carries -0.556; number 5, O, carries -0.354; number 6, O, carries -0.519; number 7, O, carries -0.562; number 8, O, carries -0.542; number 9, O, carries -0.321; number 10, O, carries -0.443; number 11, O, carries -0.502; number 12, O, carries -0.323; number 13, O, carries -0.524; number 14, O, carries -0.436; number 15, O, carries -0.529; number 16, O, carries -0.544; number 17, O, carries -0.389; number 18, N, carries 0.866; number 19, N, carries 0.905; number 20, N, carries 0.973; number 21, N, carries 0.036; number 22, N, carries 0.742; number 23, N, carries 0.831; number 24, N, carries 1.169; number 25, N, carries 0.863; number 26, N, carries 0.940; number 27, N, carries -0.149; number 28, N, carries -0.013; number 29, N, carries 0.859; number 30, C, carries -1.412; number 31, C, carries 1.187; number 32, C, carries -1.748; number 33, C, carries 0.320; number 34, C, carries -1.094; number 35, C, carries -1.084; number 36, C, carries -0.478; number 37, C, carries -0.413; number 38, C, carries -0.868; number 39, C, carries -0.469; number 40, C, carries -0.830; number 41, C, carries -0.833; number 42, C, carries 0.771; number 43, C, carries -0.671; number 44, C, carries -1.587; number 45, C, carries 2.021; number 46, C, carries -2.381; number 47, C, carries -0.875; number 48, C, carries -1.048; number 49, C, carries -0.944; number 50, C, carries -0.886; number 51, C, carries -1.389; number 52, C, carries 0.159; number 53, C, carries -0.515; number 54, C, carries -0.040; number 55, C, carries -0.249; number 56, C, carries -0.572; number 57, C, carries -0.817; number 58, C, carries -0.096; number 59, H, carries -0.492; number 60, H, carries 0.521; number 61, H, carries 0.524; number 62, H, carries 0.290; number 63, H, carries 0.367; number 64, H, carries 0.758; number 65, H, carries 0.517; number 66, H, carries 0.357; number 67, H, carries 0.479; number 68, H, carries 1.387; number 69, H, carries 0.548; number 70, H, carries 0.051; number 71, H, carries 0.083; number 72, H, carries 0.428; number 73, H, carries 0.303; number 74, H, carries 0.207; number 75, H, carries 0.528; number 76, H, carries -1.612; number 77, H, carries 0.656; number 78, H, carries 0.045; number 79, H, carries 0.331; number 80, H, carries 0.435; number 81, H, carries 0.299; number 82, H, carries 0.266; number 83, H, carries -0.036; number 84, H, carries 0.883; number 85, H, carries 1.027; number 86, H, carries 1.125; number 87, H, carries 0.246; number 88, H, carries 0.386; number 89, H, carries 0.003; number 90, H, carries 0.471; number 91, H, carries 0.201; number 92, H, carries -0.007; number 93, H, carries 0.331; number 94, H, carries 0.287; number 95, H, carries 0.288; number 96, H, carries 0.413; number 97, H, carries 0.302; number 98, H, carries 0.416; number 99, H, carries -0.374

# 5
The following is a quantum chemistry calculation of one molecule with the formula C30H31ClN6O6 in a non-equilibrium geometry, from the OMol25 dataset.

Summary:
max |F| = 1.2 eV Å⁻¹
orbital gap = 0.32949 Ha

Geometry (Å):
Cl 2.7539 0.1890 1.7889
O 2.1581 -0.4883 -1.5002
O -0.1082 -3.5149 -0.4610
O -4.3466 -1.7576 1.6445
O -2.8610 -0.5476 -2.3756
O 6.0226 -1.8910 1.7989
O -3.0567 3.5536 -0.4089
N -1.7887 4.0348 -0.5602
N -3.1868 -2.1030 -0.7678
N 3.5678 1.2759 -1.2210
N 5.2393 -0.7548 -0.0034
N -0.4325 -1.8010 -1.8934
N -3.7212 0.2604 0.8765
C -1.6247 1.7388 -0.8300
C 2.3872 4.7431 -0.9587
C -4.2389 0.0680 -0.4851
C 0.4870 0.9534 3.0161
C 3.2225 3.6458 -1.0796
C -3.0326 2.1188 -0.3561
C 5.4717 -1.8737 0.7269
C -1.5968 -0.2537 2.8535
C 1.0877 0.0104 2.1978
C -0.9637 -1.1996 2.0535
C -0.8515 0.8157 3.3391
C 1.3102 2.1905 -1.0404
C -0.9554 3.0896 -0.7648
C 0.4723 3.2949 -0.9038
C -2.7956 -3.9091 -2.5022
C 4.1341 -2.4388 -1.2081
C 3.2710 -0.0425 -1.3244
C -2.3324 -3.1314 -1.2977
C 1.0187 4.5786 -0.8671
C 0.3729 -1.0758 1.7201
C 4.5133 -0.9466 -1.2357
C -3.3531 -0.8968 -1.3133
C 4.9646 -3.0525 -0.0815
C -3.0746 -0.3705 3.1347
C 2.6847 2.3615 -1.1230
C -0.8388 -2.8438 -1.1624
C -3.7985 -0.6795 1.8347
C -3.2814 1.6242 1.0753
C -4.1922 1.4647 -1.1061
C -2.7981 -4.5444 -1.1447
H -3.6912 -2.3119 0.0952
H -2.0437 -5.2821 -0.9194
H -1.1052 -1.2731 -2.4341
H 0.9017 1.1967 -1.0741
H -3.7413 -3.6271 -2.9393
H -1.5141 -2.0514 1.6842
H -1.3176 1.5522 3.9785
H -3.2649 -1.2070 3.8109
H 4.5451 1.5278 -1.1592
H -2.3801 1.6871 1.6831
H 0.3571 5.4227 -0.7639
H -5.1053 2.0261 -0.9124
H 5.4514 0.1547 0.3739
H -3.4575 0.5427 3.5916
H 2.8142 5.7340 -0.9297
H 1.0578 1.7881 3.3917
H 4.2930 3.7841 -1.1377
H 5.1569 -0.7062 -2.0980
H 0.5263 -1.4865 -1.8336
H 4.3907 -3.7250 0.5526
H -4.0728 2.2277 1.5384
H -4.0181 1.4108 -2.1790
H -2.0512 -4.2178 -3.2197
H -1.1611 0.9929 -0.1853
H -3.7463 -4.7115 -0.6564
H 4.3218 -2.9127 -2.1689
H 0.8395 -1.8189 1.0928
H 5.8295 -3.6021 -0.4566
H -1.6217 1.3659 -1.8564
H 3.0684 -2.5278 -0.9921
H -5.2504 -0.3519 -0.4393

The molecule's Mulliken atomic charges, reported in e, are given here: number 1, Cl, carries -0.163; number 2, O, carries -0.623; number 3, O, carries -0.721; number 4, O, carries -0.790; number 5, O, carries -0.816; number 6, O, carries -0.665; number 7, O, carries -0.391; number 8, N, carries -0.746; number 9, N, carries 0.165; number 10, N, carries 0.113; number 11, N, carries -0.033; number 12, N, carries -0.003; number 13, N, carries 0.446; number 14, C, carries 0.162; number 15, C, carries -0.788; number 16, C, carries -0.186; number 17, C, carries -0.877; number 18, C, carries -0.722; number 19, C, carries 1.665; number 20, C, carries 0.275; number 21, C, carries -0.031; number 22, C, carries 0.899; number 23, C, carries -0.322; number 24, C, carries -0.375; number 25, C, carries 0.534; number 26, C, carries -0.026; number 27, C, carries -0.116; number 28, C, carries -0.659; number 29, C, carries -0.196; number 30, C, carries -0.124; number 31, C, carries 0.664; number 32, C, carries -1.174; number 33, C, carries -0.994; number 34, C, carries 0.041; number 35, C, carries 0.282; number 36, C, carries -0.505; number 37, C, carries -1.042; number 38, C, carries 0.386; number 39, C, carries -0.122; number 40, C, carries 0.626; number 41, C, carries -0.910; number 42, C, carries -1.990; number 43, C, carries -0.678; number 44, H, carries 0.359; number 45, H, carries 0.255; number 46, H, carries 0.255; number 47, H, carries 0.607; number 48, H, carries 0.259; number 49, H, carries 0.620; number 50, H, carries 0.391; number 51, H, carries 0.388; number 52, H, carries 0.259; number 53, H, carries 0.156; number 54, H, carries 0.531; number 55, H, carries 0.430; number 56, H, carries 0.205; number 57, H, carries 0.293; number 58, H, carries 0.392; number 59, H, carries 0.462; number 60, H, carries 0.423; number 61, H, carries 0.238; number 62, H, carries 0.397; number 63, H, carries 0.339; number 64, H, carries 0.187; number 65, H, carries 0.408; number 66, H, carries 0.239; number 67, H, carries -0.125; number 68, H, carries 0.278; number 69, H, carries 0.393; number 70, H, carries 0.629; number 71, H, carries 0.253; number 72, H, carries 0.608; number 73, H, carries -0.250; number 74, H, carries 0.651